Record 1
DFT (ωB97M-V/def2-TZVPD) results for an isolated ion of composition C11H14NS and charge +1.

CARTESIAN COORDINATES (ANGSTROEM)
C (2.54, -1.33, -0.73)
C (0.98, -0.91, -0.81)
C (0.51, 0.08, 0.26)
N (1.13, -0.36, 1.57)
C (1.13, 1.57, -0.09)
S (2.56, 1.93, 0.49)
C (-0.08, 2.24, -0.64)
C (-1.31, 1.47, -0.25)
C (-2.61, 1.87, -0.40)
C (-3.54, 1.01, -0.01)
C (-3.18, -0.18, 0.61)
C (-1.92, -0.59, 0.84)
C (-0.95, 0.27, 0.39)
H (3.03, -0.44, -1.05)
H (2.90, -2.26, -1.48)
H (2.76, -1.46, 0.31)
H (0.45, -1.92, -0.83)
H (0.93, -0.68, -1.92)
H (1.10, -1.43, 1.56)
H (0.74, 0.14, 2.41)
H (2.06, -0.04, 1.25)
H (0.00, 2.02, -1.83)
H (-0.06, 3.34, -0.56)
H (-2.97, 2.92, -0.72)
H (-4.60, 1.28, -0.10)
H (-4.07, -0.85, 0.96)
H (-1.72, -1.55, 1.20)

HOMO-LUMO gap: 8.5 eV
LUMO energy: -4.26 eV
Charge: +1
E: -880.169773 hartree
ΔE to the lowest compared entry with this formula, charge and spin: 102.4 kJ/mol
Highest occupied orbital energy: -12.76 eV

Here are the Mulliken charges for atoms 1 to 5, given in e:
1. C -1.163
2. C -0.490
3. C 1.090
4. N -0.089
5. C 0.088

---

Record 2
DFT (ωB97M-V/def2-TZVPD) results for a 4-piece molecular cluster, C24H29IN2OP overall.

CARTESIAN COORDINATES (ANGSTROEM)
C (-1.22, -1.23, 1.82)
C (0.21, -1.17, 2.35)
I (0.52, 0.57, 3.55)
C (1.27, -1.29, 1.25)
C (1.11, -0.36, 0.09)
C (1.10, -0.60, -1.23)
N (0.91, 0.60, -1.90)
P (0.75, 0.68, -3.64)
O (-0.18, -0.33, -4.15)
C (0.79, 1.56, -0.98)
N (0.92, 1.01, 0.21)
H (-1.94, -1.21, 2.65)
H (-1.37, -2.16, 1.26)
H (-1.46, -0.38, 1.17)
H (0.36, -2.01, 3.03)
H (2.27, -1.16, 1.68)
H (1.21, -2.31, 0.85)
H (1.19, -1.54, -1.76)
H (0.43, 2.03, -3.75)
H (2.09, 0.56, -4.01)
H (0.59, 2.61, -1.16)
H (0.85, 1.51, 1.10)
C (-2.51, 2.50, -0.64)
C (-3.22, 2.36, 0.54)
C (-4.23, 3.27, 0.85)
C (-4.52, 4.30, -0.02)
C (-3.81, 4.44, -1.21)
C (-2.80, 3.53, -1.52)
H (-1.75, 1.77, -0.90)
H (-3.00, 1.55, 1.22)
H (-4.79, 3.16, 1.77)
H (-5.31, 5.01, 0.22)
H (-4.04, 5.25, -1.89)
H (-2.26, 3.64, -2.45)
C (6.34, 1.01, 7.29)
C (6.45, 0.35, 6.07)
C (5.32, 0.10, 5.31)
C (4.07, 0.51, 5.77)
C (3.96, 1.17, 6.99)
C (5.09, 1.42, 7.74)
H (7.22, 1.21, 7.88)
H (7.42, 0.03, 5.72)
H (5.41, -0.42, 4.37)
H (3.18, 0.31, 5.18)
H (2.99, 1.48, 7.34)
H (5.00, 1.93, 8.69)
C (-2.03, -2.51, -5.78)
C (-2.86, -2.69, -6.88)
C (-3.38, -3.95, -7.16)
C (-3.07, -5.03, -6.35)
C (-2.24, -4.85, -5.25)
C (-1.72, -3.59, -4.97)
H (-1.62, -1.54, -5.56)
H (-3.10, -1.85, -7.52)
H (-4.02, -4.09, -8.02)
H (-3.47, -6.01, -6.57)
H (-2.00, -5.69, -4.61)
H (-1.07, -3.45, -4.11)

HOMO-LUMO gap: 7.6 eV
LUMO energy: -3.29 eV
Charge: +1
E: -1755.510097 hartree
Highest occupied orbital energy: -10.87 eV

Here are the Mulliken charges for atoms 1 to 5, given in e:
1. C -1.154
2. C -0.328
3. I 0.051
4. C -0.899
5. C 0.342

---

Record 3
DFT (ωB97M-V/def2-TZVPD) results for C18H18MoN4SbSe4 as an isolated structure.

CARTESIAN COORDINATES (ANGSTROEM)
Mo (0.11, 0.04, -0.02)
C (-2.71, 0.63, -0.07)
N (-1.49, 1.52, -0.01)
C (-1.44, 2.30, 1.24)
C (-1.17, 1.36, 2.39)
C (-1.58, 1.62, 3.68)
C (-1.26, 0.71, 4.68)
C (-0.55, -0.44, 4.34)
C (-0.19, -0.64, 3.03)
N (-0.47, 0.25, 2.06)
C (-1.39, 2.35, -1.24)
C (-1.11, 1.44, -2.41)
C (-1.45, 1.75, -3.71)
C (-1.15, 0.85, -4.72)
C (-0.54, -0.35, -4.39)
C (-0.25, -0.61, -3.07)
N (-0.51, 0.27, -2.09)
C (-2.56, -0.89, 0.12)
C (-3.71, -1.63, 0.30)
C (-3.62, -3.01, 0.40)
C (-2.38, -3.62, 0.31)
C (-1.27, -2.83, 0.14)
N (-1.36, -1.49, 0.04)
H (-3.42, 0.99, 0.68)
H (-3.17, 0.78, -1.05)
H (-0.63, 3.03, 1.16)
H (-2.37, 2.85, 1.39)
H (-2.15, 2.51, 3.90)
H (-1.57, 0.89, 5.70)
H (-0.29, -1.17, 5.09)
H (0.35, -1.52, 2.72)
H (-2.31, 2.93, -1.40)
H (-0.57, 3.06, -1.11)
H (-1.95, 2.69, -3.92)
H (-1.40, 1.08, -5.74)
H (-0.30, -1.08, -5.15)
H (0.22, -1.54, -2.77)
H (-4.67, -1.14, 0.37)
H (-4.52, -3.61, 0.54)
H (-2.27, -4.69, 0.38)
H (-0.27, -3.24, 0.08)
Se (8.05, -0.28, -2.30)
Sb (8.85, -0.81, -0.22)
Se (2.31, -0.18, -0.07)
Se (9.64, -2.52, 1.30)
Se (9.63, -0.10, 1.96)

HOMO-LUMO gap: 6.5 eV
LUMO energy: -9.55 eV
Charge: +3
E: -10829.001695 hartree
ΔE to the lowest compared entry with this formula, charge and spin: 26.4 kJ/mol
Highest occupied orbital energy: -16.01 eV

Here are the Mulliken charges for atoms 1 to 5, given in e:
1. Mo 0.809
2. C -1.244
3. N -0.241
4. C -0.803
5. C 0.637

---

Record 4
DFT (ωB97M-V/def2-TZVPD) results for the molecule C4H6O2.

CARTESIAN COORDINATES (ANGSTROEM)
O (1.33, 1.20, -1.62)
C (0.88, 1.32, -0.33)
C (0.03, 0.43, 0.13)
C (-0.50, -0.77, -0.56)
C (-0.96, -0.40, 0.82)
O (-0.59, -1.27, 1.84)
H (1.58, 0.28, -1.77)
H (1.32, 2.19, 0.14)
H (0.20, -1.60, -0.62)
H (-1.15, -0.63, -1.42)
H (-1.98, -0.01, 0.89)
H (-0.16, -0.74, 2.52)

HOMO-LUMO gap: 10.0 eV
LUMO energy: 0.81 eV
E: -306.397299 hartree
ΔE to the lowest compared entry with this formula, charge and spin: 286.2 kJ/mol
Highest occupied orbital energy: -9.22 eV

Here are the Mulliken charges for atoms 1 to 5, given in e:
1. O -0.508
2. C -0.182
3. C 0.269
4. C -0.753
5. C -0.125

---

Record 5
DFT (ωB97M-V/def2-TZVPD) results for C34H57FeN3O3Si as an isolated structure.

CARTESIAN COORDINATES (ANGSTROEM)
O (0.91, 0.79, -1.74)
O (3.53, -1.47, -1.86)
C (-0.05, 0.92, -2.80)
C (-0.75, 2.25, -2.98)
H (-0.78, 0.11, -2.62)
H (0.51, 0.64, -3.71)
H (-1.44, 2.47, -2.15)
H (-1.37, 2.23, -3.88)
H (0.00, 3.04, -3.07)
C (1.22, 1.97, -0.97)
C (2.57, 2.54, -1.39)
H (1.25, 1.59, 0.08)
H (0.48, 2.79, -1.08)
H (3.35, 1.77, -1.40)
H (2.86, 3.34, -0.70)
H (2.50, 3.00, -2.39)
C (4.38, -2.05, -0.83)
C (4.22, -1.12, -3.08)
C (4.72, -1.07, 0.27)
H (5.30, -2.44, -1.31)
H (3.81, -2.91, -0.42)
H (5.28, -0.22, -0.12)
H (5.35, -1.60, 0.99)
H (3.80, -0.74, 0.77)
C (5.40, -0.18, -2.87)
H (3.46, -0.65, -3.73)
H (4.57, -2.05, -3.56)
H (5.11, 0.73, -2.32)
H (5.77, 0.14, -3.84)
H (6.21, -0.69, -2.34)
H (1.04, -1.24, -1.85)
N (-2.71, 2.09, 1.61)
C (-3.36, 2.10, 2.81)
C (-3.23, 1.06, 3.72)
C (-2.44, -0.09, 3.59)
C (-4.23, 3.26, 3.22)
H (-4.72, 3.79, 2.38)
H (-3.66, 4.01, 3.80)
H (-5.01, 2.88, 3.91)
C (-2.33, -1.03, 4.76)
H (-1.30, -1.14, 5.14)
H (-2.70, -2.03, 4.46)
H (-2.96, -0.67, 5.59)
N (-1.84, -0.44, 2.43)
C (-2.47, 3.35, 0.91)
C (-3.17, 3.72, -0.27)
C (-4.18, 2.84, -0.94)
C (-2.97, 4.97, -0.86)
H (-3.57, 5.24, -1.74)
C (-2.02, 5.83, -0.35)
H (-1.83, 6.78, -0.85)
C (-1.30, 5.47, 0.79)
H (-0.55, 6.17, 1.17)
C (-1.52, 4.25, 1.44)
C (-0.76, 3.99, 2.69)
C (-0.75, -1.37, 2.36)
C (-0.95, -2.68, 1.88)
C (-2.24, -3.09, 1.24)
C (0.11, -3.59, 1.97)
H (-0.08, -4.63, 1.69)
C (1.38, -3.17, 2.41)
H (2.20, -3.90, 2.49)
C (1.58, -1.84, 2.76)
H (2.56, -1.47, 3.11)
C (0.54, -0.92, 2.69)
C (0.79, 0.54, 2.95)
Fe (-2.31, 0.40, 0.89)
H (-3.80, 2.50, -1.92)
H (-5.09, 3.43, -1.19)
H (-4.44, 1.96, -0.35)
H (-0.53, 2.93, 2.85)
H (-1.26, 4.35, 3.60)
H (0.20, 4.51, 2.64)
H (-2.25, -4.19, 1.14)
H (-2.38, -2.67, 0.22)
H (-3.11, -2.77, 1.83)
H (0.11, 0.92, 3.73)
H (0.68, 1.18, 2.06)
H (1.82, 0.66, 3.31)
H (-3.73, 1.15, 4.68)
C (0.74, -2.20, -1.38)
Si (1.06, -3.74, -2.47)
H (1.29, -2.23, -0.43)
H (-0.34, -2.13, -1.15)
C (1.06, -3.36, -4.30)
C (-0.23, -5.06, -2.17)
C (2.65, -4.69, -2.22)
H (2.71, -5.41, -3.05)
H (2.61, -5.27, -1.28)
H (3.56, -4.09, -2.22)
H (0.06, -3.07, -4.66)
H (1.34, -4.30, -4.80)
H (1.79, -2.60, -4.58)
H (-1.24, -4.66, -2.05)
H (0.02, -5.66, -1.29)
H (-0.24, -5.74, -3.04)
O (-5.89, -1.10, -0.11)
C (-4.75, -0.77, -0.16)
N (-3.57, -0.45, -0.19)

HOMO-LUMO gap (alpha / beta): 8.0 / 6.1 eV
LUMO energy (alpha / beta): -3.44 / -5.32 eV
Charge: +1
E: -3272.683360 hartree
ΔE to the lowest compared entry with this formula, charge and spin: 0.0 kJ/mol
Highest occupied orbital energy (alpha / beta): -11.42 / -11.42 eV
2S+1: 6

Here are the Mulliken charges for atoms 1 to 5, given in e:
1. O -0.147
2. O 0.038
3. C -0.194
4. C -1.487
5. H 0.301

---

Record 6
DFT (ωB97M-V/def2-TZVPD) results for C18H29N2O2P2Tl as an isolated structure.

CARTESIAN COORDINATES (ANGSTROEM)
C (-0.97, 3.47, -3.16)
C (-0.99, 2.50, -2.14)
N (0.14, 2.25, -1.42)
C (1.30, 2.77, -1.79)
C (1.40, 3.71, -2.83)
C (0.23, 4.08, -3.52)
C (-2.15, 1.60, -1.97)
P (-2.25, 0.65, -0.41)
Tl (-0.07, 0.90, 1.11)
P (2.31, 0.84, -0.03)
C (2.55, 2.37, -1.03)
C (-0.17, -2.28, 2.48)
C (-0.69, -2.22, 3.82)
C (-0.67, -3.28, 4.67)
C (-0.19, -4.50, 4.11)
C (0.33, -4.56, 2.83)
C (0.41, -3.42, 2.00)
O (-1.52, -0.23, -3.65)
O (0.81, -1.00, -3.31)
H (-1.91, 3.70, -3.67)
H (2.37, 4.11, -3.09)
H (0.27, 4.81, -4.31)
C (-3.55, 1.41, 0.62)
C (-3.04, -0.90, -0.96)
H (3.38, 2.19, -1.73)
H (2.86, 3.17, -0.33)
H (-1.92, 0.63, -2.92)
H (-3.10, 2.07, -2.26)
C (3.62, 0.89, 1.22)
C (2.80, -0.43, -1.23)
H (-0.60, -0.14, 4.67)
H (-1.03, -3.18, 5.69)
H (-0.23, -5.40, 4.73)
H (0.72, -5.52, 2.46)
H (0.89, -3.42, 1.01)
H (0.36, -2.63, -2.53)
H (1.28, -1.10, -4.15)
H (-0.19, -0.58, -3.51)
H (-1.94, -0.01, -4.50)
H (0.14, -3.32, -2.20)
H (-4.51, 1.42, 0.08)
H (-3.66, 0.82, 1.55)
H (-3.27, 2.44, 0.89)
H (-4.12, -0.76, -1.05)
H (-2.62, -1.20, -1.93)
H (-2.83, -1.69, -0.21)
H (3.75, -0.12, -1.70)
H (2.95, -1.38, -0.70)
H (2.02, -0.57, -2.01)
H (4.60, 1.09, 0.75)
H (3.40, 1.68, 1.95)
H (3.66, -0.07, 1.74)
N (-0.45, -0.83, 3.94)
C (0.09, -0.81, 2.61)

HOMO-LUMO gap (alpha / beta): 5.2 / 6.5 eV
LUMO energy (alpha / beta): -1.18 / -0.18 eV
E: -1818.217419 hartree
Highest occupied orbital energy (alpha / beta): -6.42 / -6.72 eV

Here are the Mulliken charges for atoms 1 to 5, given in e:
1. C -0.929
2. C 0.269
3. N 0.137
4. C 0.451
5. C -0.855